1.
The following is a DFT calculation (ωB97M-V/def2-TZVPD) of 4 unconnected molecules or ions with the total composition C40H77N2O11PS2.

Output
LUMO level in eV: -1.0

Each line ends with the Mulliken charge.
CARTESIAN COORDINATES (ANGSTROEM)
C (-5.1616, 7.9570, 0.0268)  -1.0151
C (-4.7567, 6.8156, 1.0635)  -0.4274
C (-6.0864, 6.2184, 1.6731)  -0.8145
C (-6.5949, 4.9035, 0.9071)  -0.1940
C (-7.4099, 4.0485, 1.9509)  -0.7563
C (-7.3046, 2.4840, 1.7718)  -0.6303
C (-5.8445, 1.9392, 1.5229)  -0.7928
C (-5.7241, 1.6290, -0.0394)  -0.5015
C (-6.5301, 0.2882, -0.3666)  -0.6504
C (-5.5569, -0.9673, -0.3410)  -0.8130
C (-5.7929, -1.9396, -1.5746)  -0.6723
C (-4.4492, -2.7060, -1.8816)  -0.8045
N (-4.0258, -2.6711, -3.3178)  -0.1119
C (-2.7195, -3.3178, -3.3471)  0.0360
O (-2.4801, -4.4833, -3.4721)  -0.5000
C (-1.6185, -2.2241, -3.2420)  0.2174
C (-0.2096, -2.3093, -2.9475)  -0.8420
C (0.5414, -1.0426, -2.9761)  0.3695
P (2.3596, -0.9675, -2.6211)  0.2618
S (2.6268, -0.0339, -0.9141)  -0.2800
C (-0.1675, 0.2111, -3.2942)  -0.6079
N (0.5764, 1.4622, -3.3685)  -0.0295
C (0.9551, 1.6129, -4.8299)  -0.0876
C (0.4780, 2.9632, -5.4612)  -1.1628
C (-1.6175, 0.2760, -3.5627)  0.5277
S (-2.5462, 1.7872, -3.9444)  -0.1627
C (-2.3525, -0.9813, -3.5301)  0.0057
C (-3.8609, -1.3137, -3.7655)  0.1093
O (-4.6462, -0.5253, -4.1979)  -0.4763
H (-4.5920, 8.8976, 0.2414)  0.3041
H (-6.2582, 8.2036, 0.0762)  0.2930
H (-4.9842, 7.6159, -1.0302)  0.2344
H (-4.1138, 6.0217, 0.6077)  0.3060
H (-4.1475, 7.3056, 1.8738)  0.3192
H (-6.9474, 6.9362, 1.6703)  0.3195
H (-5.8611, 5.9624, 2.7475)  0.3699
H (-5.6685, 4.4130, 0.5216)  0.0783
H (-7.2104, 5.2303, 0.0232)  0.2772
H (-7.1997, 4.3199, 3.0173)  0.4266
H (-8.4977, 4.3086, 1.7901)  0.2800
H (-8.0203, 2.1110, 0.9965)  0.3875
H (-7.6501, 2.0320, 2.7485)  0.2614
H (-5.1008, 2.7566, 1.7359)  0.3187
H (-5.5644, 1.0546, 2.1435)  0.3708
H (-4.6666, 1.5085, -0.3775)  0.3285
H (-6.2756, 2.4450, -0.5844)  0.2571
H (-7.2780, 0.1195, 0.4557)  0.3063
H (-7.1031, 0.3907, -1.3207)  0.4590
H (-4.4892, -0.6201, -0.2779)  0.3985
H (-5.7524, -1.5624, 0.5858)  0.3054
H (-6.5843, -2.6806, -1.2752)  0.3978
H (-6.2067, -1.3629, -2.4354)  0.4350
H (-4.6257, -3.7869, -1.6193)  0.3789
H (-3.6090, -2.3581, -1.2149)  0.4159
H (0.2548, -3.2895, -2.7159)  0.4932
H (2.8372, -2.3009, -2.5144)  0.0661
H (3.0236, -0.2303, -3.6548)  -0.0061
H (-0.0322, 2.2329, -3.0870)  0.4211
H (2.0570, 1.4464, -4.9389)  0.2295
H (0.4618, 0.7866, -5.4189)  0.2675
H (-0.6189, 3.0260, -5.6470)  0.2794
H (0.9685, 3.0317, -6.4756)  0.3887
H (0.7961, 3.8731, -4.8939)  0.2840
H (-2.5828, 2.5894, -2.8311)  0.1655
C (8.3643, 6.2220, 0.8637)  -0.7801
O (7.1748, 6.0637, 0.1197)  -0.2408
C (7.4098, 6.1006, -1.2814)  -0.5783
C (6.2615, 5.4463, -2.0309)  -0.3730
O (6.3323, 4.0232, -2.0383)  -0.4785
C (6.0071, 3.3720, -0.8107)  -0.4622
C (4.5214, 3.3875, -0.4986)  -0.2208
O (4.1405, 4.6430, 0.0531)  -0.3183
C (2.7596, 4.8928, -0.0989)  -0.7034
H (8.8308, 7.1884, 0.6458)  0.3181
H (8.1104, 6.1815, 1.9227)  0.2327
H (9.0649, 5.4087, 0.6445)  0.3251
H (8.3445, 5.5805, -1.5234)  0.3510
H (7.4899, 7.1539, -1.5798)  0.4267
H (6.3358, 5.7419, -3.0810)  0.3961
H (5.2915, 5.7918, -1.6699)  0.1519
H (6.6014, 3.7679, 0.0146)  0.1788
H (6.3082, 2.3305, -0.9511)  0.3922
H (4.2933, 2.6151, 0.2458)  0.2840
H (3.9551, 3.1857, -1.4152)  0.2754
H (2.4909, 4.9292, -1.1610)  0.2858
H (2.5402, 5.8641, 0.3446)  0.2448
H (2.1691, 4.1250, 0.4132)  0.2858
C (2.7534, -2.9149, 1.8365)  -0.5879
O (2.8982, -2.1654, 3.0252)  -0.3506
C (2.8261, -0.7643, 2.7871)  -0.3324
C (2.4813, -0.0254, 4.0686)  -0.4888
O (1.0903, -0.0625, 4.3832)  -0.4861
C (0.5907, -1.3048, 4.8704)  -0.3025
C (1.0145, -1.6044, 6.2980)  -0.5907
O (2.3414, -2.1132, 6.3285)  -0.2399
C (2.9488, -1.9436, 7.5916)  -0.7830
H (3.5502, -2.6717, 1.1265)  0.3218
H (2.8162, -3.9733, 2.0927)  0.2075
H (1.7748, -2.7259, 1.3806)  0.2585
H (2.0673, -0.5474, 2.0267)  0.1817
H (3.8089, -0.4360, 2.4258)  0.4118
H (2.7124, 1.0325, 3.9176)  0.4287
H (3.0858, -0.3670, 4.9103)  0.1715
H (0.8386, -2.1228, 4.1916)  0.0949
H (-0.4977, -1.1987, 4.8599)  0.4068
H (0.3544, -2.3707, 6.7243)  0.4244
H (0.9432, -0.6892, 6.8978)  0.3522
H (3.0229, -0.8794, 7.8420)  0.3303
H (3.9565, -2.3554, 7.5409)  0.2324
H (2.3850, -2.4749, 8.3664)  0.3193
C (-0.1088, -6.3664, 1.5039)  -0.5193
O (0.4944, -7.1530, 0.4975)  -0.3046
C (0.4689, -6.5123, -0.7703)  -0.4189
C (1.5231, -7.1056, -1.6885)  -0.4649
O (2.8337, -6.6006, -1.4393)  -0.4772
C (3.4763, -7.0787, -0.2590)  -0.2829
C (3.9527, -8.5160, -0.3757)  -0.6470
O (2.8732, -9.4172, -0.1678)  -0.2397
C (3.1223, -10.6873, -0.7329)  -0.7921
H (-1.1604, -6.1747, 1.2663)  0.3234
H (-0.0519, -6.9151, 2.4436)  0.2507
H (0.4283, -5.4187, 1.6236)  0.0835
H (0.6518, -5.4360, -0.6554)  0.2228
H (-0.5270, -6.6693, -1.2037)  0.4830
H (1.2877, -6.7987, -2.7112)  0.4383
H (1.5095, -8.1962, -1.6717)  0.1717
H (2.8482, -6.9276, 0.6206)  0.1504
H (4.3574, -6.4430, -0.1358)  0.3838
H (4.7072, -8.7167, 0.3953)  0.4175
H (4.3952, -8.6730, -1.3666)  0.3493
H (3.2491, -10.6062, -1.8182)  0.3370
H (2.2586, -11.3214, -0.5345)  0.2290
H (4.0107, -11.1435, -0.2825)  0.3207

2.
The following is a DFT calculation (ωB97M-V/def2-TZVPD) of a molecular structure, C26H67BN2O18P4Si.

Output
LUMO level in eV: -1.0

Each line ends with the Mulliken charge.
CARTESIAN COORDINATES (ANGSTROEM)
C (-1.0505, -3.5029, -2.4671)  -0.9347
N (-0.7569, -2.0649, -2.7059)  -0.2086
C (0.6917, -1.9254, -2.4602)  -0.9780
B (-1.5370, -1.3003, -1.7199)  0.9006
O (-1.4526, -1.6871, -0.3895)  -0.4203
O (-2.3906, -0.2447, -2.0941)  -0.4321
P (-1.7010, 1.1531, -1.8180)  1.0566
O (-0.4932, 0.9401, -1.0024)  -0.4876
O (-1.2915, 1.6797, -3.2613)  -0.5334
C (-1.0504, 3.0951, -3.2999)  -0.6938
C (0.4373, 3.4720, -3.1133)  -0.5073
C (0.6326, 4.1478, -1.7709)  0.3368
N (1.6478, 3.6471, -0.8844)  -0.4349
O (-0.0266, 5.1176, -1.4427)  -0.5324
O (-2.7712, 2.1114, -1.1929)  -0.3812
Si (-3.1883, 1.8677, 0.4622)  0.7127
C (-4.4930, 3.1659, 0.8630)  -1.1580
C (-3.9644, 0.1978, 0.8355)  -1.0558
C (-1.7800, 2.1458, 1.6695)  -0.7795
H (-2.0861, -3.6840, -2.1763)  0.2926
H (-0.4286, -3.8425, -1.6254)  0.2817
H (-0.7313, -4.1054, -3.3197)  0.2901
H (0.9059, -1.8206, -1.3879)  0.2428
H (1.1467, -2.8677, -2.7779)  0.3762
H (1.1815, -1.1508, -3.0501)  0.2394
H (-0.7600, -1.1830, 0.0514)  0.1649
H (-1.6482, 3.6746, -2.5959)  0.4232
H (-1.3458, 3.4312, -4.2937)  0.3451
H (0.6605, 4.2369, -3.8633)  0.4334
H (1.1267, 2.6476, -3.2784)  0.2551
H (2.4962, 4.1772, -1.0516)  0.2732
H (1.3338, 3.7864, 0.0673)  0.2726
H (-4.0414, 4.1494, 0.6885)  0.2793
H (-5.3980, 3.0640, 0.2642)  0.3123
H (-4.7190, 3.1235, 1.9305)  0.3533
H (-4.3599, -0.3351, -0.0269)  0.3022
H (-4.7618, 0.3923, 1.5596)  0.3865
H (-3.2316, -0.4083, 1.3712)  0.2865
H (-2.1717, 2.5654, 2.5983)  0.4028
H (-0.9929, 2.7984, 1.2870)  0.1273
H (-1.3119, 1.1808, 1.8792)  0.1818
O (0.5601, -10.2361, -0.2445)  -0.8148
P (0.7605, -9.1002, -1.2005)  1.0952
O (2.4086, -9.2621, -1.3681)  -0.3243
C (3.0415, -10.5328, -1.4608)  -0.2795
C (3.3118, -10.9132, -2.9048)  -1.0674
O (0.7053, -7.8771, -0.1104)  -0.2979
C (-0.0453, -8.0109, 1.0998)  -0.4511
C (0.8808, -8.3615, 2.2473)  -0.9471
O (0.8322, -7.8951, -2.3289)  -0.3062
C (1.0250, -8.2237, -3.7047)  -0.0774
C (-0.0370, -9.1652, -4.2324)  -1.1826
H (2.4609, -11.3150, -0.9719)  0.3038
H (3.9886, -10.4513, -0.9232)  0.3157
H (2.3757, -11.0308, -3.4576)  0.2100
H (3.8596, -11.8550, -2.9581)  0.4059
H (3.8980, -10.1417, -3.4066)  0.2630
H (-0.8433, -8.7436, 0.9891)  0.4365
H (-0.5200, -7.0473, 1.2988)  0.3975
H (1.4372, -9.2774, 2.0477)  0.3038
H (0.3201, -8.4908, 3.1742)  0.3927
H (1.6192, -7.5708, 2.3932)  0.0848
H (2.0275, -8.6316, -3.8495)  0.1554
H (0.9843, -7.2831, -4.2555)  0.3362
H (-0.0097, -10.1266, -3.7051)  0.3397
H (0.1106, -9.3566, -5.2953)  0.3940
H (-1.0319, -8.7421, -4.0869)  0.3209
O (4.2041, -3.2998, 4.8713)  -0.8232
P (2.8256, -3.4314, 4.3346)  1.2110
O (2.2963, -1.8909, 4.1424)  -0.3460
C (3.1735, -0.8364, 3.7597)  -0.3626
C (3.1001, -0.5705, 2.2673)  -0.7642
O (1.9920, -3.8913, 5.6544)  -0.3224
C (2.6476, -4.4513, 6.7913)  -0.3021
C (2.8269, -3.3994, 7.8656)  -1.0705
O (1.6426, -4.0903, 3.4298)  -0.3366
C (1.6782, -3.9244, 2.0093)  -0.0789
C (2.9613, -4.4456, 1.3992)  -1.1102
H (4.2044, -1.0366, 4.0539)  0.3018
H (2.8502, 0.0532, 4.3039)  0.3715
H (3.4477, -1.4381, 1.7005)  0.1691
H (3.7220, 0.2840, 1.9977)  0.4511
H (2.0738, -0.3631, 1.9591)  0.0528
H (3.6003, -4.9024, 6.5164)  0.3390
H (2.0071, -5.2528, 7.1654)  0.3434
H (3.3931, -2.5467, 7.4902)  0.2759
H (3.3482, -3.8122, 8.7310)  0.3797
H (1.8563, -3.0208, 8.1898)  0.2731
H (1.5098, -2.8753, 1.7532)  -0.0449
H (0.8355, -4.4843, 1.6021)  0.3443
H (3.8331, -3.8946, 1.7729)  0.4229
H (2.9370, -4.3491, 0.3137)  0.3624
H (3.1085, -5.4956, 1.6553)  0.2521
O (-2.5357, 11.0088, 0.5768)  -0.7947
P (-2.3510, 10.9899, -0.8970)  1.1249
O (-0.8743, 10.3282, -1.1348)  -0.3489
C (-0.3637, 9.3045, -0.2821)  -0.4764
C (-0.5830, 7.9276, -0.8782)  -0.8030
O (-2.0556, 12.5580, -1.2190)  -0.3593
C (-2.4122, 13.5872, -0.2974)  -0.2897
C (-1.2002, 14.0226, 0.4989)  -1.0596
O (-2.8247, 10.8240, -2.4492)  -0.3920
C (-3.1446, 9.5228, -2.9506)  -0.1256
C (-4.2338, 8.8409, -2.1492)  -1.1089
H (-0.7968, 9.3528, 0.7177)  0.3210
H (0.7072, 9.4901, -0.1773)  0.3632
H (-1.6507, 7.7086, -0.9649)  0.1335
H (-0.1295, 7.1609, -0.2559)  0.4373
H (-0.1505, 7.8625, -1.8771)  0.2483
H (-3.2222, 13.2686, 0.3576)  0.3318
H (-2.7854, 14.4273, -0.8871)  0.3425
H (-0.7569, 13.1809, 1.0316)  0.2752
H (-1.4672, 14.7940, 1.2231)  0.3736
H (-0.4325, 14.4191, -0.1674)  0.2745
H (-2.2400, 8.9116, -2.9945)  0.1883
H (-3.4811, 9.6628, -3.9782)  0.3238
H (-3.9173, 8.6739, -1.1132)  0.3356
H (-4.4865, 7.8750, -2.5869)  0.3706
H (-5.1322, 9.4588, -2.1192)  0.3272